[1]
The following is a DFT calculation (ωB97M-V/def2-TZVPD) of 2 unconnected molecules or ions with the total composition C8H21OP3.

```
33
Properties=species:S:1:pos:R:3:nbo_charge:R:1
C 2.83 1.29 0.86 -0.632
C 2.53 -1.13 0.64 -0.622
C 2.82 0.23 -1.41 -0.623
C -4.06 -1.10 -1.26 -0.885
C -2.77 -1.65 1.39 -0.988
C -0.20 2.07 -0.66 -1.040
C -0.40 -0.86 -0.81 -0.904
C 2.21 0.21 -0.04 -0.337
O -0.02 0.53 1.57 -1.135
P -3.78 1.44 0.68 -0.239
P -2.92 -0.33 0.11 0.862
P 0.30 0.52 0.12 1.909
H 2.71 2.22 0.40 0.198
H 2.24 1.42 1.79 0.243
H 3.83 1.17 1.15 0.207
H 3.52 -1.00 1.12 0.214
H 2.46 -1.98 -0.18 0.201
H 1.80 -1.31 1.45 0.232
H 2.67 -0.67 -2.07 0.219
H 2.58 1.22 -1.84 0.207
H 3.86 0.34 -1.23 0.211
H -4.22 -0.27 -2.00 0.249
H -3.44 -1.81 -1.75 0.224
H -4.75 -1.53 -0.59 0.236
H -3.32 -1.35 2.25 0.251
H -2.86 -2.63 0.95 0.244
H -1.67 -1.32 1.63 0.289
H 0.27 2.93 -0.17 0.257
H 0.07 2.35 -1.67 0.249
H -1.26 2.10 -0.52 0.264
H -0.55 -0.72 -1.82 0.207
H -0.31 -1.83 -0.48 0.212
H -3.04 1.29 1.99 0.021
```

Values from the calculation:
E_LUMO (spin up / spin down) = -0.7 / -0.6 eV
HOMO (spin up / spin down) = -7.42 / -7.31 eV
Kohn-Sham gap (spin up / spin down) = 6.705 / 6.719 eV
charge = 0
multiplicity = 1
energy relative to the best compared isomer or geometry (same formula, charge and spin) = 29.3 kcal per mole
calculated total energy = -1416.59807 a.u.

---

[2]
The following is a DFT calculation (ωB97M-V/def2-TZVPD) of a molecular structure, C8H22Ag2FeN7O17.

```
57
Properties=species:S:1:pos:R:3:nbo_charge:R:1
Ag -1.64 0.00 -2.51 1.033
Ag 0.40 -3.45 2.80 0.981
Fe 1.80 1.06 1.56 1.651
N 0.37 -1.38 -0.10 0.772
O 0.01 -2.32 0.60 -0.530
O -0.20 -1.09 -1.11 -0.517
O 1.23 -0.56 0.35 -0.636
N 3.38 -1.54 2.72 0.750
O 2.39 -2.34 2.69 -0.655
O 4.52 -1.97 2.69 -0.380
O 3.11 -0.35 2.64 -0.618
N 1.02 -5.62 0.19 0.705
O 1.66 -6.62 0.05 -0.162
O 1.12 -5.00 1.29 -0.378
O 0.22 -5.25 -0.69 -0.175
N -0.59 2.61 -0.35 0.738
O 0.09 2.01 0.48 -0.638
O -0.59 3.86 -0.50 -0.456
O -1.30 1.99 -1.12 -0.541
N 0.80 -0.01 -4.19 0.703
O 0.45 0.78 -3.29 -0.277
O -0.11 -0.65 -4.64 -0.288
O 1.93 -0.05 -4.65 -0.287
C -2.94 -0.63 0.99 -0.638
C -3.65 -1.01 -0.31 -0.075
C -5.14 -1.48 -0.11 -0.086
O -5.65 -1.63 -1.46 -0.569
C -7.07 -1.83 -1.49 -0.259
N -3.63 0.09 -1.25 -0.893
H -2.15 0.02 0.64 0.230
H -2.59 -1.52 1.51 0.215
H -3.59 -0.23 1.78 0.218
H -2.96 -1.75 -0.72 0.199
H -5.80 -0.73 0.31 0.177
H -5.23 -2.39 0.49 0.191
H -7.67 -1.20 -0.84 0.180
H -7.24 -2.90 -1.33 0.185
H -7.33 -1.60 -2.52 0.202
H -4.51 -0.10 -1.71 0.406
H -3.89 0.89 -0.68 0.382
C 5.03 2.41 2.02 -0.641
C 3.85 3.25 1.64 -0.082
C 3.50 3.05 0.13 -0.094
O 3.11 1.68 -0.18 -0.593
C 2.69 1.54 -1.50 -0.260
N 2.65 2.86 2.34 -0.913
H 5.86 2.82 1.44 0.229
H 5.01 1.40 1.61 0.242
H 5.35 2.46 3.06 0.232
H 4.19 4.26 1.90 0.218
H 4.38 3.37 -0.44 0.201
H 2.77 3.74 -0.28 0.207
H 1.91 2.24 -1.78 0.185
H 2.22 0.57 -1.61 0.217
H 3.56 1.65 -2.15 0.192
H 2.02 3.65 2.27 0.402
H 2.86 2.96 3.33 0.398
```

Values from the calculation:
<S²> = 12.021
E_LUMO (spin up / spin down) = -3.9 / -7.4 eV
HOMO (spin up / spin down) = -12.01 / -11.91 eV
Kohn-Sham gap (spin up / spin down) = 8.153 / 4.523 eV
charge = +1
multiplicity = 7
calculated total energy = -3536.98668 a.u.

---

[3]
The following is a DFT calculation (ωB97M-V/def2-TZVPD) of 6 unconnected molecules or ions with the total composition C8H22F3NO9S.

```
44
Properties=species:S:1:pos:R:3:nbo_charge:R:1
N 0.34 0.46 -0.20 -0.913
H -0.59 0.13 -0.43 0.471
H 0.46 1.33 -0.71 0.443
H 1.03 -0.27 -0.29 0.428
H 0.26 0.78 0.75 0.464
C -4.60 1.10 -1.09 0.728
F -5.68 1.75 -0.64 -0.327
F -5.02 0.16 -1.97 -0.331
F -3.82 2.08 -1.67 -0.354
S -3.48 0.22 0.32 2.295
O -2.25 -0.12 -0.37 -1.053
O -3.32 1.23 1.38 -0.937
O -4.19 -1.02 0.70 -0.976
C 0.22 1.31 3.43 0.901
O -0.48 1.36 2.41 -0.594
O -0.50 1.48 4.40 -0.451
O 1.37 0.77 3.45 -0.794
C 0.15 4.11 -0.60 -0.651
C 1.13 3.87 -1.70 -0.063
O 0.99 2.47 -1.98 -0.745
H 0.57 3.62 0.28 0.229
H -0.82 3.73 -0.91 0.236
H -0.15 5.13 -0.39 0.225
H 2.16 4.12 -1.44 0.161
H 0.93 4.45 -2.59 0.156
H 1.61 2.27 -2.69 0.477
C 1.36 -3.43 3.44 -0.631
C 1.37 -2.60 2.18 -0.055
O 2.28 -1.55 2.23 -0.764
H 1.02 -2.81 4.27 0.221
H 2.31 -3.96 3.46 0.198
H 0.60 -4.19 3.24 0.189
H 0.35 -2.30 1.95 0.154
H 1.63 -3.24 1.33 0.147
H 1.87 -0.77 2.63 0.515
C 2.09 -2.05 -2.81 -0.629
C 0.64 -2.51 -2.61 -0.065
O 0.49 -2.68 -1.18 -0.747
H 2.36 -1.69 -3.80 0.205
H 2.74 -2.89 -2.58 0.211
H 2.38 -1.30 -2.07 0.208
H 0.45 -3.40 -3.21 0.163
H -0.08 -1.81 -3.02 0.167
H -0.15 -3.34 -0.90 0.489
```

Values from the calculation:
<S²> = 0.757
E_LUMO (spin up / spin down) = 2.1 / 2.1 eV
HOMO (spin up / spin down) = -6.08 / -6.10 eV
Kohn-Sham gap (spin up / spin down) = 8.133 / 8.152 eV
charge = -1
multiplicity = 2
calculated total energy = -1747.72099 a.u.

---

[4]
The following is a DFT calculation (ωB97M-V/def2-TZVPD) of a molecular structure, C8H22IMgN2O2.

```
36
Properties=species:S:1:pos:R:3:nbo_charge:R:1
Mg 0.08 0.64 -0.78 1.655
I 0.08 2.74 -2.14 -0.782
C -2.87 -2.49 -0.51 -0.635
C -2.26 -1.11 -0.69 -0.078
C -2.51 -0.17 0.51 -0.087
O -1.83 1.06 0.21 -0.625
C -2.74 2.16 0.42 -0.251
N -0.79 -1.18 -0.88 -0.947
H -2.51 -2.93 0.43 0.211
H -2.68 -3.11 -1.38 0.232
H -3.95 -2.42 -0.36 0.241
H -2.74 -0.58 -1.52 0.223
H -2.22 -0.56 1.49 0.186
H -3.59 -0.03 0.57 0.212
H -3.22 2.08 1.40 0.182
H -3.53 2.08 -0.33 0.192
H -2.23 3.11 0.39 0.229
H -0.59 -1.89 -1.59 0.403
H -0.48 -1.76 -0.08 0.377
C 2.98 0.93 2.26 -0.629
C 2.25 1.06 0.94 -0.089
C 2.88 0.22 -0.16 -0.074
O 1.95 0.10 -1.25 -0.637
C 2.40 -0.87 -2.21 -0.262
N 0.82 0.62 1.06 -0.950
H 3.01 -0.11 2.60 0.210
H 2.48 1.52 3.03 0.229
H 4.02 1.27 2.21 0.243
H 2.17 2.11 0.65 0.234
H 3.05 -0.79 0.23 0.177
H 3.81 0.68 -0.50 0.220
H 3.48 -0.88 -2.31 0.207
H 1.98 -0.58 -3.17 0.226
H 2.10 -1.87 -1.88 0.174
H 0.39 1.23 1.77 0.405
H 0.79 -0.27 1.57 0.376
```

Values from the calculation:
E_LUMO = -3.0 eV
HOMO = -11.17 eV
Kohn-Sham gap = 8.196 eV
charge = +1
multiplicity = 1
energy relative to the best compared isomer or geometry (same formula, charge and spin) = 3.5 kcal per mole
calculated total energy = -1075.69735 a.u.

---

[5]
The following is a DFT calculation (ωB97M-V/def2-TZVPD) of a molecular structure, C8H22N2Si.

```
33
Properties=species:S:1:pos:R:3:nbo_charge:R:1
C 1.14 -0.01 -0.07 -0.145
C 0.05 0.71 -0.24 -0.114
C -2.84 -1.73 0.70 -0.619
C 2.28 -2.06 -0.91 -0.446
C 1.10 -2.16 1.26 -0.434
C 0.75 2.79 -1.27 -0.378
C 1.43 2.39 1.03 -0.435
C -3.16 -0.27 0.20 -0.953
N 1.09 -1.55 -0.08 -0.376
N 0.39 2.17 0.07 -0.393
Si -2.19 0.42 -1.21 1.232
H 2.08 0.43 0.27 0.239
H -3.08 -2.40 -0.13 0.232
H -1.88 -1.77 1.28 0.193
H -3.69 -1.93 1.39 0.257
H 3.29 -1.96 -0.43 0.258
H 2.05 -3.03 -1.28 0.249
H 2.49 -1.56 -1.80 0.247
H 1.72 -1.48 1.88 0.237
H 0.00 -2.07 1.72 0.246
H 1.49 -3.22 1.27 0.275
H -0.16 2.51 -1.81 0.224
H 0.73 3.81 -1.17 0.239
H 1.66 2.42 -1.66 0.237
H 2.31 2.27 0.35 0.217
H 1.36 3.46 1.30 0.261
H 1.39 1.74 1.92 0.252
H -3.06 0.26 1.15 0.272
H -4.26 -0.13 0.08 0.295
H 0.28 -1.92 -0.61 0.447
H -0.53 2.54 0.41 0.446
H -2.48 1.83 -1.33 -0.141
H -1.77 -0.51 -2.27 -0.123
```

Values from the calculation:
E_LUMO = -6.5 eV
HOMO = -17.88 eV
Kohn-Sham gap = 11.364 eV
charge = +2
multiplicity = 1
energy relative to the best compared isomer or geometry (same formula, charge and spin) = 0.0 kcal per mole
calculated total energy = -716.26090 a.u.

---

[6]
The following is a DFT calculation (ωB97M-V/def2-TZVPD) of a molecular structure, C8H22N3O.

```
34
Properties=species:S:1:pos:R:3:nbo_charge:R:1
C -0.07 -3.62 1.11 -0.630
C -3.76 2.53 -0.60 -0.623
C 3.63 -0.01 0.12 -0.660
C 2.35 0.55 -1.94 -0.654
C -0.46 -2.25 0.74 -0.228
C -2.82 1.28 -0.58 -0.203
C 2.45 0.78 -0.47 0.440
C 0.87 -0.22 0.29 0.478
N 0.17 0.69 1.01 -0.780
N 0.76 -1.54 0.25 -0.552
N -2.98 0.37 0.57 -0.882
O 2.28 2.01 -0.02 -0.687
H -0.90 -4.20 1.26 0.242
H 0.36 -4.18 0.28 0.215
H 0.49 -3.62 2.00 0.229
H -3.18 3.22 -1.13 0.212
H -4.73 2.32 -1.13 0.211
H -4.01 2.92 0.38 0.211
H 4.46 0.61 0.17 0.230
H 3.70 -0.88 -0.53 0.225
H 3.47 -0.32 1.07 0.229
H 3.24 0.95 -2.21 0.229
H 2.41 -0.47 -2.13 0.219
H 1.51 1.09 -2.49 0.242
H -1.21 -1.91 -0.05 0.226
H -0.82 -1.80 1.62 0.206
H -1.81 1.84 -0.37 0.143
H -2.63 0.82 -1.48 0.201
H -0.71 0.50 1.39 0.427
H 0.55 1.63 0.80 0.434
H 1.31 -2.08 -0.29 0.405
H -3.06 0.92 1.43 0.368
H -3.71 -0.26 0.37 0.375
H 2.87 2.32 0.59 0.503
```

Values from the calculation:
E_LUMO = -2.4 eV
HOMO = -12.30 eV
Kohn-Sham gap = 9.852 eV
charge = +1
multiplicity = 1
energy relative to the best compared isomer or geometry (same formula, charge and spin) = 42.4 kcal per mole
calculated total energy = -557.19522 a.u.